{"formula": "C21H28N3O", "method": "ωB97M-V/def2-TZVPD", "homo_ev": -11.223, "total_energy_ev": -28742.5152, "total_charge": 1, "orbital_gap_ha": 0.325, "smiles": "O=C(CN1CCCCCC1)N[N@@H+](Cc1ccccc1)c1ccccc1", "e_above_lowest_kj_mol": 50.1, "symbols": ["O", "C", "C", "N", "C", "C", "C", "C", "C", "C", "N", "N", "C", "C", "C", "C", "C", "C", "C", "C", "C", "C", "C", "C", "C", "H", "H", "H", "H", "H", "H", "H", "H", "H", "H", "H", "H", "H", "H", "H", "H", "H", "H", "H", "H", "H", "H", "H", "H", "H", "H", "H", "H"], "xyz": [[0.92470, 0.96882, -1.24195], [0.58661, 0.99835, -0.06957], [-0.40079, 1.94969, 0.54463], [-1.70376, 1.40309, 0.26647], [-2.17147, 1.46792, -1.10589], [-3.35952, 2.42765, -1.20112], [-4.63209, 1.86369, -0.57520], [-4.45643, 1.37990, 0.86485], [-3.65932, 0.07671, 0.96512], [-2.14308, 0.28877, 1.06662], [0.97608, -0.07437, 0.70705], [1.61512, -1.10153, -0.02730], [3.02381, -1.33149, 0.40948], [3.80653, -0.06418, 0.20249], [4.05445, 0.79740, 1.26293], [4.73012, 1.98598, 1.04785], [5.15124, 2.32332, -0.22735], [4.90251, 1.46884, -1.28910], [4.23066, 0.27903, -1.07672], [0.79408, -2.30180, -0.15543], [0.16597, -2.54625, -1.36724], [-0.64332, -3.66278, -1.49561], [-0.82222, -4.51811, -0.42021], [-0.19530, -4.26083, 0.78851], [0.61589, -3.14742, 0.92973], [-0.25610, 2.04919, 1.62224], [-0.31179, 2.92974, 0.07249], [-1.36407, 1.82561, -1.74927], [-2.45734, 0.47218, -1.45998], [-3.54915, 2.65635, -2.25057], [-3.08643, 3.35624, -0.69743], [-4.99963, 1.03439, -1.18411], [-5.39552, 2.64298, -0.59262], [-5.44850, 1.20749, 1.28467], [-3.97261, 2.15517, 1.45939], [-3.89153, -0.54842, 0.10161], [-3.96808, -0.47735, 1.85301], [-1.88898, 0.52029, 2.10675], [-1.64346, -0.66330, 0.79471], [0.66620, -0.24901, 1.64994], [1.63675, -0.57851, -0.97195], [3.41735, -2.14900, -0.19822], [3.02359, -1.63121, 1.45881], [3.73220, 0.53453, 2.26024], [4.92705, 2.64761, 1.87675], [5.67694, 3.25030, -0.39349], [5.23269, 1.72788, -2.28250], [4.04642, -0.38962, -1.90557], [0.30619, -1.87129, -2.19899], [-1.13246, -3.86129, -2.43575], [-1.45272, -5.38672, -0.52317], [-0.33664, -4.92522, 1.62584], [1.09914, -2.94939, 1.87413]], "forces_ev_per_angstrom": [[0.0268, 0.2657, -0.1503], [0.1683, -0.3776, -0.1984], [-0.1880, 0.0468, -0.1987], [0.0684, 0.0780, 0.3116], [-0.1814, 0.4832, -0.1967], [-0.1102, -0.3496, -0.1608], [0.1753, 0.2767, 0.1495], [-0.1641, -0.2108, -0.1259], [0.1280, 0.1526, 0.1498], [-0.1677, -0.2595, 0.0191], [0.1471, 0.1954, 0.2911], [-0.3855, 0.4858, -0.4612], [0.7829, 0.2469, 0.1592], [-0.0056, -0.0685, 0.0278], [0.0256, -0.0873, -0.0536], [-0.0151, 0.0496, 0.0591], [-0.0041, -0.0038, -0.0056], [-0.0128, 0.0127, -0.0747], [0.0310, -0.0408, 0.1488], [-0.5357, -0.5869, -0.1059], [0.2017, 0.1754, 0.1166], [0.0103, -0.0247, 0.0627], [-0.0076, 0.0335, -0.0489], [0.0303, 0.0709, 0.0118], [0.1287, 0.1904, -0.0883], [0.0362, 0.0070, 0.0030], [0.1696, -0.0739, 0.0634], [-0.0386, -0.1235, 0.0125], [0.0817, -0.0308, -0.0709], [-0.0034, 0.0867, -0.0639], [0.0589, 0.0752, -0.0348], [-0.0709, -0.0299, -0.0378], [-0.0708, -0.0369, -0.0629], [0.0122, 0.0385, 0.0624], [-0.0488, 0.0790, 0.1151], [-0.0128, -0.0811, 0.0038], [0.0071, -0.0970, -0.0444], [0.0339, -0.0506, 0.0321], [-0.0386, 0.0798, 0.1042], [-0.0062, -0.2070, -0.0810], [-0.0045, -0.3542, 0.4776], [-0.1890, 0.0181, 0.0380], [-0.1195, -0.0426, -0.1105], [-0.0340, -0.0391, 0.1193], [0.0312, 0.0683, 0.0795], [0.0600, 0.0910, -0.0184], [0.0405, 0.0290, -0.0994], [-0.0113, -0.0937, -0.1334], [0.0050, 0.0901, -0.1075], [-0.0414, -0.0135, -0.0961], [-0.0631, -0.0905, -0.0127], [-0.0077, -0.0631, 0.0847], [0.0777, 0.0105, 0.1401]]}